Density functional theory data (ωB97M-V/def2-TZVPD) for the ion C2H14N9O2P2 with charge +1 in a non-equilibrium geometry.

## Properties
* LUMO level: -2.5176 eV
* HOMO level: -13.04 eV
* SMILES: N[C@H]1NC(=[NH2+])N(P(N)(N)=O)N1P(N)(N)=O
* calculated total energy: -38382.4769 eV

```
! RIJCOSX wB97M-V def2-TZVPD def2/J DEFGRID3
* xyz 1 1
N 1.10905 -1.87294 1.54362
C 1.16311 -1.33962 0.20603
N 0.24725 -1.98107 -0.75647
C -0.82190 -1.18361 -0.92709
N -1.87035 -1.52870 -1.69724
N -0.58664 -0.06089 -0.34096
P -2.02429 0.89142 0.25107
N -1.60823 2.17525 1.12791
N -2.44003 -0.31672 1.33236
O -2.95834 1.01597 -0.88922
N 0.68962 0.03262 0.24288
P 1.50007 1.37086 -0.41548
N 2.14235 0.79573 -1.88779
N 2.76788 1.44761 0.57153
O 0.58567 2.53391 -0.57978
H 1.64837 -2.71683 1.64323
H 0.15037 -1.87837 1.78377
H 2.20531 -1.30151 -0.10870
H 0.60019 -2.76182 -1.23424
H -2.75609 -0.94938 -1.75424
H -1.94943 -2.49294 -1.83801
H -1.97604 3.01655 0.74824
H -1.18464 2.26876 1.95473
H -1.86991 -0.29336 2.25563
H -3.43226 -0.13099 1.38382
H 1.66319 1.24536 -2.68416
H 3.19639 0.83784 -2.01223
H 2.99105 0.69171 1.22875
H 2.81831 2.48516 0.85205
*
```

Here are the Löwdin charges for atoms 1 to 4, given in e:
1. N 0.105
2. C -0.384
3. N 0.191
4. C -0.421

=====

Density functional theory data (ωB97M-V/def2-TZVPD) for a cluster of 4 separate species, C2H14NO3 in total in a non-equilibrium geometry.

## Properties
* LUMO level: -3.1619 eV
* HOMO level: -14.87 eV
* calculated total energy: -9927.6131 eV

```
! RIJCOSX wB97M-V def2-TZVPD def2/J DEFGRID3
* xyz 1 1
C -1.10891 -0.57849 2.31882
C -1.27761 0.89714 1.95543
N -0.53015 1.19206 0.63354
H -1.63075 -0.75314 3.29143
H -0.06861 -0.85608 2.50851
H -1.54127 -1.20234 1.52758
H -0.90650 1.58415 2.71218
H -2.32639 1.12469 1.73015
H -0.93910 0.42087 0.11286
H -0.66510 2.05161 0.10897
H 0.44691 0.94694 0.74664
H -0.63837 0.59417 -3.99574
H -0.01444 -0.81442 -4.15960
O -0.01421 -0.02653 -3.60804
H 2.06578 1.79506 -1.79945
H 1.08756 0.69130 -1.82096
O 1.64644 1.16830 -1.18452
H 0.77645 -2.75297 -0.07614
H 1.38257 -3.12375 1.24934
O 0.99198 -2.36946 0.78187
*
```

Here are the Löwdin charges for atoms 1 to 4, given in e:
1. C -0.080
2. C -0.169
3. N 0.183
4. H 0.108

=====

Density functional theory data (ωB97M-V/def2-TZVPD) for a cluster of 4 separate species, C2H14NO3S in total in a non-equilibrium geometry.

## Properties
* LUMO level: -3.2367 eV
* HOMO level: -12.53 eV
* calculated total energy: -20761.7142 eV

```
! RIJCOSX wB97M-V def2-TZVPD def2/J DEFGRID3
* xyz 1 1
C -0.04862 0.45485 -0.74044
C 0.80525 -0.53311 -1.51567
S 2.09808 -0.15821 -2.67820
N -0.11838 0.08530 0.71427
H -1.04910 0.50329 -1.19179
H 0.28467 1.50925 -0.81938
H 0.16175 -1.29073 -2.02693
H 1.40538 -0.99556 -0.72378
H 1.52251 0.29542 -3.78002
H 0.71627 0.17335 1.27358
H -0.42355 -0.89542 0.86762
H -0.72274 0.85670 1.15447
H -1.57746 -3.46892 0.63388
H -0.36720 -3.45896 0.02183
O -0.92294 -2.77665 0.43450
H -0.77258 -0.86426 3.37350
H 0.63251 -0.77399 3.73666
O 0.02537 -0.38239 3.07260
H -0.16285 3.48021 -0.16143
H -0.48648 4.48856 -1.00955
O -0.99990 3.75127 -0.63572
*
```

Here are the Löwdin charges for atoms 1 to 4, given in e:
1. C -0.202
2. C -0.603
3. S 0.762
4. N 0.125

=====

Density functional theory data (ωB97M-V/def2-TZVPD) for a cluster of 4 separate species, C2H14NO3S2 in total in a non-equilibrium geometry.

## Properties
* LUMO level: -2.8333 eV
* HOMO level: -13.02 eV
* calculated total energy: -31598.3729 eV

```
! RIJCOSX wB97M-V def2-TZVPD def2/J DEFGRID3
* xyz 1 1
N -0.62798 1.12340 0.21036
C -1.60197 0.11538 -0.36225
C -2.93632 0.24160 0.29404
S -2.90174 0.29405 2.09692
S -2.01862 -1.41620 2.70069
H 0.33603 1.03868 -0.12792
H -0.72352 1.25494 1.21809
H -0.96989 2.01579 -0.13736
H -1.11830 -0.83998 -0.22945
H -1.60676 0.35481 -1.42179
H -3.43538 1.17819 0.04137
H -3.60732 -0.50517 -0.12912
H -3.01014 -2.26332 3.04754
H 3.18935 0.18774 -1.20356
H 2.47288 -1.00137 -0.58142
O 2.57410 -0.04305 -0.49620
H 2.66597 -3.62120 -1.26994
H 4.18786 -3.12846 -0.96910
O 3.30699 -2.91215 -1.26931
H 2.34358 2.10341 0.00166
H 1.81952 3.36546 -0.83946
O 1.66165 2.45744 -0.57379
*
```

Here are the Löwdin charges for atoms 1 to 4, given in e:
1. N 0.161
2. C -0.215
3. C -0.541
4. S 0.469

=====

Density functional theory data (ωB97M-V/def2-TZVPD) for a cluster of 5 separate species, C2H14NO5 in total in a non-equilibrium geometry.

## Properties
* LUMO level: 3.7776 eV
* HOMO level: -4.38 eV
* calculated total energy: -14027.7734 eV

```
! RIJCOSX wB97M-V def2-TZVPD def2/J DEFGRID3
* xyz -1 1
C 1.31961 0.55244 -2.45581
N 0.90294 0.45799 -1.02045
C -0.27251 1.26019 -0.69442
O -1.41533 0.51611 -0.51120
H 0.68251 0.74159 -3.24442
H 2.10328 -0.07252 -2.60205
H 1.88509 1.44847 -2.21110
H 0.66076 -0.47789 -0.77187
H -0.51706 2.04242 -1.43234
H -0.07685 1.74424 0.31467
H -2.95004 -0.96963 0.66392
H -1.73337 -0.39579 0.74466
O -2.33036 -0.81953 1.48287
H -1.37100 -0.43372 2.81271
H 0.03443 -0.38815 2.49626
O -0.58056 -0.24120 3.24807
H 2.21431 0.06475 1.56301
H 2.19326 0.69940 0.20364
O 2.77938 0.47305 0.96708
H -1.33529 -1.51937 -0.52116
H -1.33446 -2.31775 0.95824
O -0.85873 -2.36508 0.00967
*
```

Here are the Löwdin charges for atoms 1 to 4, given in e:
1. C -0.086
2. N -0.132
3. C -0.442
4. O -0.334

=====

Density functional theory data (ωB97M-V/def2-TZVPD) for a cluster of 5 separate species, C2H14O4 in total in a non-equilibrium geometry.

## Properties
* LUMO level: 0.2457 eV
* HOMO level: -10.97 eV
* SMILES: CC.O.O.O.O
* calculated total energy: -10490.9542 eV

```
! RIJCOSX wB97M-V def2-TZVPD def2/J DEFGRID3
* xyz 0 1
C -0.33620 0.90954 -1.33565
C 0.59008 0.64100 -2.53218
H -1.11741 1.62383 -1.62239
H 0.13934 1.38426 -0.48247
H -0.88472 0.01683 -1.02498
H 1.29226 -0.12603 -2.21186
H 0.03582 0.43417 -3.42160
H 1.27104 1.48781 -2.63086
O 1.28435 -1.44833 1.02911
H 1.56421 -0.88949 0.29932
H 2.06341 -1.70938 1.53424
O -2.17819 0.92738 2.30317
H -2.06824 0.71017 1.37032
H -2.55964 0.12872 2.69049
O 0.61644 1.42082 3.26442
H -0.26911 1.12923 2.97826
H 1.10780 0.67709 2.91302
O -0.38451 -2.79065 -1.06263
H -0.13732 -2.28174 -0.28290
H -0.02939 -2.24521 -1.77482
*
```

Here are the Löwdin charges for atoms 1 to 4, given in e:
1. C -0.177
2. C -0.150
3. H 0.067
4. H 0.064

=====

Density functional theory data (ωB97M-V/def2-TZVPD) for a cluster of 5 separate species, C2H14O4S in total in a non-equilibrium geometry.

## Properties
* LUMO level: 0.4797 eV
* HOMO level: -9.30 eV
* SMILES: CSC.O.O.O.O
* calculated total energy: -21326.2984 eV

```
! RIJCOSX wB97M-V def2-TZVPD def2/J DEFGRID3
* xyz 0 1
C 0.28008 -0.97244 -3.35326
S 1.93874 -0.87076 -2.57556
C 2.31992 0.85082 -2.98135
H 0.09949 -2.02314 -3.56930
H 0.38991 -0.43418 -4.28394
H -0.48589 -0.59521 -2.69191
H 3.38366 1.07742 -2.97911
H 1.92512 1.04184 -3.97118
H 1.78895 1.52853 -2.30895
O 1.22364 -1.62699 0.62935
H 1.63825 -2.49259 0.67621
H 1.41675 -1.28255 -0.25798
O -1.45852 2.12339 4.86057
H -1.10925 1.24294 5.03275
H -2.20765 1.97670 4.27217
O -3.72315 -0.09010 2.97340
H -2.89110 0.20416 2.57238
H -4.23790 -0.39284 2.20400
O -0.47238 0.30974 2.04750
H -0.18280 -0.12209 1.23245
H 0.36411 0.54733 2.47176
*
```

Here are the Löwdin charges for atoms 1 to 4, given in e:
1. C -0.373
2. S 0.756
3. C -0.410
4. H 0.031

=====

Density functional theory data (ωB97M-V/def2-TZVPD) for a cluster of 5 separate species, C2H14O5 in total in a non-equilibrium geometry.

## Properties
* LUMO level: 0.3231 eV
* HOMO level: -10.58 eV
* SMILES: CCO.O.O.O.O
* calculated total energy: -12538.0702 eV

```
! RIJCOSX wB97M-V def2-TZVPD def2/J DEFGRID3
* xyz 0 1
C -0.49917 -2.32552 -1.77413
C 0.78591 -1.88129 -2.35874
O 1.61778 -1.15295 -1.44615
H -1.03847 -1.46310 -1.37744
H -0.27781 -2.92083 -0.89226
H -1.18690 -2.73969 -2.50782
H 1.34719 -2.67637 -2.86756
H 0.60244 -1.19572 -3.20449
H 2.32803 -0.72575 -1.93398
O -0.31959 -0.95686 0.85846
H 0.55172 -0.91520 0.45121
H -0.25860 -0.52376 1.73005
O -1.03068 2.89744 4.04581
H -0.63529 3.69105 3.67197
H -1.95470 3.12862 3.97887
O -1.85098 1.39041 -0.38355
H -1.23679 1.22528 0.36259
H -1.66927 0.56345 -0.85483
O 1.29707 1.23717 0.34270
H 2.11548 1.53644 0.74349
H 1.53993 0.87101 -0.51515
*
```

Here are the Löwdin charges for atoms 1 to 4, given in e:
1. C -0.085
2. C -0.313
3. O -0.095
4. H 0.053